The following is a quantum chemistry calculation of a structure of composition C32H66I2N2O9SSi2, from the OMol25 dataset.

Atoms and positions in Å:
C -1.955 -2.522 0.031
C -3.434 -2.318 0.614
I -3.384 -3.211 2.619
C -4.473 -3.145 -0.244
Si -5.196 -2.034 -1.643
S -3.548 -1.522 -2.920
C -6.509 -3.146 -2.514
O -7.515 -2.390 -3.244
N -7.543 -2.959 -4.534
O -8.375 -3.780 -4.617
O -5.946 -0.727 -0.837
Si -5.774 0.800 -1.582
I -6.324 0.826 -3.999
C -7.111 1.923 -0.752
C -7.065 3.404 -1.223
O -6.964 3.791 -2.361
C -4.095 1.595 -1.165
C -3.602 2.678 -2.191
C -2.222 3.357 -1.749
N -1.115 3.055 -2.672
C -0.904 4.141 -3.673
C -1.554 3.612 -5.020
C -1.094 2.283 -5.460
C -1.689 1.737 -6.667
C -2.700 2.464 -7.413
C -3.108 3.784 -6.981
C -2.542 4.385 -5.777
O -2.952 5.653 -5.389
H -1.284 -3.016 0.769
H -2.053 -3.193 -0.867
H -1.526 -1.561 -0.373
H -3.711 -1.235 0.703
H -5.295 -3.509 0.431
H -4.023 -4.042 -0.745
H -2.536 -1.002 -2.163
H -7.055 -3.645 -1.658
H -6.047 -3.978 -3.104
H -8.110 1.439 -0.961
H -6.939 1.801 0.353
H -7.185 4.194 -0.412
H -3.316 0.792 -1.068
H -4.202 2.050 -0.134
H -4.352 3.521 -2.175
H -3.511 2.262 -3.224
H -2.353 4.461 -1.572
H -1.954 2.916 -0.745
H -0.241 2.876 -2.177
H -1.417 5.095 -3.391
H 0.197 4.329 -3.813
H -0.319 1.728 -4.887
H -1.352 0.728 -6.992
H -3.164 2.007 -8.316
H -3.880 4.344 -7.552
H -3.217 5.667 -4.455
C 3.519 -4.977 1.034
C 2.506 -4.324 1.957
O 1.166 -4.729 1.713
C 0.890 -6.114 1.858
C 1.173 -6.648 3.252
H 3.274 -4.770 -0.010
H 4.521 -4.595 1.241
H 3.544 -6.062 1.156
H 2.531 -3.244 1.803
H 2.765 -4.492 3.008
H 1.431 -6.689 1.099
H -0.173 -6.242 1.641
H 2.227 -6.556 3.518
H 0.903 -7.704 3.316
H 0.598 -6.093 3.997
C 7.968 -3.774 0.164
C 7.286 -2.465 0.521
O 6.710 -2.458 1.819
C 7.599 -2.666 2.905
C 8.697 -1.622 3.003
H 7.264 -4.605 0.241
H 8.353 -3.734 -0.857
H 8.806 -3.992 0.828
H 6.466 -2.290 -0.178
H 7.973 -1.618 0.409
H 8.021 -3.677 2.860
H 6.991 -2.627 3.811
H 9.345 -1.626 2.124
H 9.322 -1.809 3.878
H 8.266 -0.621 3.086
C 0.415 2.238 3.408
C -0.334 2.821 2.224
O -1.163 1.876 1.562
C -2.189 1.279 2.339
C -3.187 2.274 2.905
H 1.025 1.387 3.093
H 1.069 2.991 3.852
H -0.263 1.884 4.186
H 0.387 3.168 1.481
H -0.918 3.699 2.520
H -1.751 0.665 3.132
H -2.715 0.591 1.673
H -2.715 2.981 3.589
H -3.973 1.752 3.455
H -3.647 2.854 2.101
C 5.892 4.626 2.938
C 4.999 3.785 3.833
O 3.963 3.113 3.134
C 4.368 2.194 2.130
C 5.227 1.056 2.652
H 5.300 5.363 2.391
H 6.640 5.151 3.535
H 6.420 4.018 2.201
H 4.506 4.438 4.556
H 5.588 3.069 4.417
H 4.870 2.724 1.314
H 3.450 1.778 1.709
H 6.167 1.414 3.077
H 5.469 0.361 1.845
H 4.701 0.509 3.438

energy	-3618.03030	a.u.
LUMO	-0.176	eV
gap between HOMO and LUMO	8.147	eV
HOMO energy	-0.3059	Ha
largest force on an atom	0.0646	Eh/bohr